The following is a DFT calculation (ωB97M-V/def2-TZVPD) of a cluster of 2 separate species, C4H9NO3 in total.

Molecular weight = 119.12 g mol⁻¹
Energy above the lowest of the compared OMol25 structures with the same formula, charge and spin = 7.1176 eV
Frontier orbital gap (alpha / beta) = 7.85 / 6.43 eV
E_LUMO (alpha / beta) = -0.2446 / -1.0942 eV
Strongest force on any atom = 0.9 eV/Å

```
17
Properties=species:S:1:pos:R:3:forces:R:3:nbo_charge:R:1
C -0.160 1.372 -0.185 -0.0796 0.0500 0.3162 0.58
C -0.086 0.550 -1.370 -0.5732 0.1411 0.1958 -0.34
C -1.007 -1.088 0.619 -0.1641 0.4407 -0.2665 -0.36
C 0.237 -1.773 0.679 -0.0426 -0.1194 0.1162 -0.11
N -1.084 0.265 -0.395 0.5603 -0.1711 0.1066 -0.36
O -0.752 2.632 -0.049 0.1166 -0.2786 -0.1012 -0.71
O 0.864 1.282 0.758 -0.2374 -0.0009 -0.1865 -0.72
O 1.810 -1.075 -0.707 -0.2227 0.6063 -0.4673 -0.88
H -1.590 2.611 -0.527 0.0481 -0.0313 0.0344 0.49
H 0.593 1.815 1.518 -0.0094 -0.0090 -0.0702 0.49
H 2.269 -0.472 -0.107 -0.0105 -0.0371 -0.0444 0.48
H -0.410 0.772 -2.384 0.1402 -0.0667 0.0016 0.21
H 1.074 -0.369 -1.171 0.5508 -0.5690 0.3730 0.42
H -1.293 -0.618 1.554 -0.0213 -0.0110 -0.0145 0.22
H -1.811 -1.672 0.186 -0.0002 0.0170 0.0228 0.22
H 0.939 -1.560 1.469 -0.0140 0.0175 -0.0219 0.19
H 0.406 -2.673 0.112 -0.0409 0.0216 0.0059 0.20
```
Forces are in eV/Å.